Record 1
The following is a quantum chemistry calculation of a 2-piece molecular cluster, C5H12N overall, from the Open Molecules 2025 dataset.

```
18
Properties=species:S:1:pos:R:3:forces:R:3:lowdin_charge:R:1
C 1.80521 -0.95253 -0.40116 -2.1 -0.7 0.6 -0.044
C 0.42961 -1.38800 -1.02548 -0.1 -3.3 3.3 -0.233
C -0.78629 -0.45244 -0.77095 0.6 -0.9 -2.0 -0.202
C -1.16780 -0.33769 0.64762 5.1 1.8 1.4 -0.099
C -0.31610 0.13199 1.58672 -5.8 -3.5 0.2 0.293
N -0.34969 2.45819 0.12895 1.5 0.4 2.4 -0.011
H 2.34232 -1.94750 -0.05859 -0.3 2.7 -1.0 0.140
H 2.19197 -0.10587 -0.99995 0.8 -0.9 0.4 0.099
H 1.55287 -0.38731 0.60776 -0.1 -0.4 -0.2 0.087
H 0.51945 -1.67292 -2.09073 -0.1 0.3 0.6 0.124
H 0.18738 -2.41680 -0.35770 0.4 2.3 -2.3 0.168
H -0.38893 0.53000 -1.15948 -1.4 -0.4 0.5 0.131
H -1.68112 -0.87877 -1.25701 0.6 0.6 -0.5 0.132
H -2.19622 -0.43917 0.96805 -0.4 0.2 0.4 0.168
H -0.55150 0.05859 2.71289 2.4 0.4 -1.1 0.175
H -1.31594 2.70604 0.02378 -0.9 -0.2 -0.1 0.018
H -0.32100 1.71243 0.95965 0.0 3.3 -2.2 -0.013
H 0.04578 3.38177 0.48562 -0.2 -1.8 -0.5 0.067
```
Positions in Å, forces in eV/Å.

Summary:
total charge: +1
energy relative to the best compared isomer or geometry (same formula, charge and spin): 753.2 kJ/mol
largest force on an atom: 6.72 eV/Å
HOMO energy: -14.00 eV
2S+1: 1

---

Record 2
The following is a quantum chemistry calculation of a 5-piece molecular cluster, C3H18NO4 overall, from the Open Molecules 2025 dataset.

```
26
Properties=species:S:1:pos:R:3:forces:R:3:lowdin_charge:R:1
C 0.31385 -1.12851 -0.58249 -1.0 -2.9 -2.2 -0.137
C -0.84347 -2.24544 -0.24274 1.8 2.4 3.2 -0.248
C -2.12448 -2.37932 -0.96791 -3.0 -0.9 -2.0 -0.162
N 0.00066 0.14091 0.11013 0.0 -3.4 4.5 0.144
H 1.27955 -1.46852 -0.19054 -0.4 0.0 -0.2 0.111
H 0.35474 -1.13294 -1.75996 0.1 1.0 2.4 0.165
H -1.12675 -1.88321 0.86860 0.8 -1.5 -2.0 0.139
H -0.34546 -3.24018 -0.23612 -0.3 0.8 0.4 0.116
H -2.00739 -2.98792 -1.94641 -0.3 0.0 2.1 0.110
H -2.95681 -2.68281 -0.21340 1.6 -0.7 -1.5 0.114
H -2.75021 -1.61819 -1.45648 1.1 1.3 0.5 0.062
H -0.98113 0.08011 0.46822 1.2 0.2 0.2 0.161
H 0.77261 0.47925 0.87204 -1.3 -1.3 -0.8 0.154
H 0.02656 0.87537 -0.42986 0.0 5.0 -4.4 0.074
H 2.43633 0.29261 2.43393 0.3 0.2 0.4 0.068
H 2.89987 1.50094 1.46957 -0.4 -0.9 0.5 0.058
O 2.34725 0.67878 1.56452 -0.1 0.8 -1.1 -0.047
H -0.50877 1.89600 3.63150 0.3 -1.2 -1.5 0.099
H -1.31030 1.98197 2.41331 -1.2 0.7 -0.9 0.017
O -0.60410 1.45100 2.73076 0.9 0.6 2.3 -0.067
H -3.02068 0.73070 -4.96674 0.5 -0.6 -0.4 0.043
H -3.66011 1.45476 -3.94615 -2.4 2.8 1.0 -0.019
O -3.08253 0.75950 -4.01127 2.0 -2.3 -0.5 -0.024
H 5.32479 2.14913 1.39177 -0.5 -0.3 -0.1 0.062
H 5.02023 3.56685 1.56758 -0.8 0.1 0.0 0.065
O 4.54578 2.72918 1.42815 1.1 0.1 0.1 -0.059
```
Positions in Å, forces in eV/Å.

Summary:
total charge: +1
energy relative to the best compared isomer or geometry (same formula, charge and spin): 287.7 kJ/mol
largest force on an atom: 6.63 eV/Å
HOMO energy: -14.12 eV
2S+1: 1

---

Record 3
The following is a quantum chemistry calculation of C30H44BN10ORbSi2 as an isolated structure, from the Open Molecules 2025 dataset.

```
89
Properties=species:S:1:pos:R:3:forces:R:3:lowdin_charge:R:1
Rb 2.79234 -19.29268 -10.34173 0.3 -0.3 -0.3 0.745
C 1.21339 -19.45667 -7.08887 -1.1 -0.6 -0.6 -0.083
C 0.99071 -20.86260 -7.08493 0.9 0.0 -0.2 -0.158
N 0.30262 -21.26539 -8.15463 0.5 0.8 0.5 0.102
N 0.04086 -20.12488 -8.84365 -0.5 0.3 0.5 -0.037
C 0.50481 -19.02446 -8.19795 0.6 -0.7 0.3 -0.148
B -0.99100 -20.14428 -9.97660 0.7 -0.5 -1.0 -0.675
N -0.45807 -21.02530 -11.16147 -0.5 0.3 -0.3 -0.033
C -1.17958 -21.40009 -12.23757 0.4 -0.4 -1.2 -0.109
C -0.31609 -21.89339 -13.21883 -0.5 0.1 0.7 -0.063
C 0.93809 -21.75299 -12.60728 0.4 -0.1 -0.4 -0.181
N 0.84336 -21.20519 -11.41232 0.5 -0.3 0.6 -0.018
N -1.10244 -18.70021 -10.56145 0.4 -0.3 -0.2 -0.008
C -2.01605 -17.72495 -10.42977 0.6 0.9 0.3 -0.077
C -1.53047 -16.59689 -11.11009 0.1 -2.0 0.2 -0.080
C -0.31863 -17.04999 -11.69341 -0.3 0.4 0.4 -0.189
N -0.04325 -18.29429 -11.33127 -0.6 0.1 0.1 0.050
N -2.28105 -20.80378 -9.50009 -0.2 -0.1 -0.1 -0.011
C -2.59929 -22.11859 -9.53263 -0.2 0.0 -0.4 -0.081
C -3.79113 -22.26483 -8.85761 -0.1 0.0 0.0 -0.083
C -4.12840 -20.97815 -8.44488 0.2 0.4 0.1 -0.181
N -3.19989 -20.12466 -8.81864 -0.1 1.4 0.2 0.056
H 1.69840 -18.83706 -6.37310 0.3 0.2 0.4 0.070
H 1.46176 -21.57491 -6.39607 -0.6 0.2 -0.4 0.092
H 0.36289 -18.02669 -8.57011 -0.1 0.1 -0.2 0.109
H -2.23513 -21.26516 -12.35352 -0.3 0.1 0.5 0.116
H -0.57007 -22.33220 -14.18691 0.1 0.3 0.5 0.087
H 1.91386 -22.02497 -12.99427 -0.1 0.1 0.1 0.103
H -2.84770 -17.86690 -9.73909 0.2 0.0 -0.5 0.105
H -2.02071 -15.66664 -11.15304 -0.3 0.9 -0.2 0.065
H 0.37330 -16.48429 -12.32190 -0.2 -0.3 0.2 0.108
H -2.02843 -22.77540 -10.16387 0.1 -0.3 0.4 0.114
H -4.40510 -23.10430 -8.65643 -0.1 -0.8 -0.2 0.072
H -4.99894 -20.60293 -7.92584 0.1 -0.2 0.1 0.092
C 2.56803 -13.30603 -8.22999 -0.4 -0.4 1.2 -0.063
N 2.20107 -14.59016 -8.82768 -0.4 1.5 0.5 -0.152
C 0.85863 -14.65533 -9.38246 0.7 -1.1 -0.3 -0.016
C 3.13395 -15.50641 -9.08154 0.4 -1.3 -1.3 -0.514
C 4.55261 -15.01662 -8.90829 0.0 0.7 0.7 0.011
O 2.86570 -16.62771 -9.55078 0.3 1.2 0.6 -0.115
H 1.69039 -12.87756 -7.69108 0.6 -0.4 -0.4 0.105
H 2.89891 -12.58984 -8.96582 0.2 0.3 -0.3 0.085
H 3.36215 -13.46633 -7.47646 -0.5 0.3 -0.4 0.077
H 0.63166 -13.69182 -9.81383 -0.1 0.2 -0.5 0.086
H 0.14225 -14.81413 -8.59443 -0.4 -0.4 0.2 0.091
H 0.85878 -15.48939 -10.12431 -0.4 0.8 0.7 0.075
H 4.68412 -14.03447 -9.41307 -0.1 -0.6 0.4 0.097
H 5.25559 -15.70043 -9.32688 0.3 -0.7 -0.2 0.080
H 4.77463 -14.88931 -7.82916 0.1 0.0 -0.6 0.079
C 6.03897 -15.60882 -4.62631 -0.7 -0.1 0.7 -0.180
Si 4.50032 -16.72335 -4.87053 0.6 0.3 0.9 0.405
C 4.24756 -17.49490 -3.16519 0.1 0.0 0.5 -0.193
C 3.05600 -15.60588 -5.18161 -0.4 0.4 -0.7 -0.179
C 4.64463 -18.03416 -6.16662 -0.1 -0.3 -0.2 -0.158
Si 5.56086 -19.68103 -5.96443 0.0 0.2 0.5 0.447
C 6.04891 -20.30465 -7.66280 0.5 0.5 0.2 -0.173
C 7.07819 -19.39323 -4.85918 -0.3 0.6 -0.5 -0.183
C 4.40172 -20.91871 -5.11335 0.3 0.1 0.6 -0.166
H 5.76251 -14.64552 -4.11849 0.3 -0.8 -0.6 0.045
H 6.58022 -15.46796 -5.53425 0.3 0.6 -0.8 0.001
H 6.75268 -16.13205 -3.99729 0.1 -0.1 0.4 0.013
H 4.36627 -16.73703 -2.36141 -0.3 -0.2 -0.5 0.039
H 5.00145 -18.24739 -2.91576 0.0 -0.1 -0.2 0.008
H 3.27070 -17.98959 -3.07425 0.1 0.2 0.1 0.032
H 3.07484 -14.61889 -4.72525 0.3 0.0 0.3 0.034
H 2.13363 -16.07795 -4.87197 -0.4 -0.2 0.0 0.031
H 2.96326 -15.41620 -6.25521 -0.1 -0.1 -0.1 0.001
H 4.02583 -17.92133 -7.07876 0.4 0.0 0.4 0.010
H 6.65012 -19.57841 -8.26719 -0.6 -0.6 0.5 0.054
H 5.09515 -20.48299 -8.14660 -0.1 -0.1 -0.5 0.010
H 6.60190 -21.24927 -7.62586 -0.1 0.1 0.0 0.040
H 7.68917 -18.72463 -5.47543 0.2 0.0 0.2 0.028
H 7.65539 -20.29128 -4.67086 0.0 -0.2 0.0 0.023
H 6.87388 -18.88061 -3.91014 0.0 -0.2 -0.2 0.010
H 3.55203 -21.13738 -5.75052 -0.2 -0.1 0.0 -0.004
H 4.04254 -20.58251 -4.12426 0.0 0.3 -0.5 0.030
H 4.91178 -21.85618 -4.86508 0.1 0.0 -0.4 0.032
N 10.47590 -22.53835 -12.45535 -0.7 0.5 0.0 0.109
C 9.42666 -22.06211 -12.32064 1.6 -1.1 -0.2 -0.225
C 8.13703 -21.54346 -12.11131 0.3 0.8 -0.2 -0.300
C 7.96556 -20.16714 -12.07434 0.3 -0.2 -0.1 -0.086
C 6.74783 -19.66696 -11.70715 0.2 0.9 0.3 -0.205
C 5.61951 -20.45405 -11.48033 -1.1 1.7 0.3 -0.195
C 5.83580 -21.79903 -11.65629 -1.4 -0.9 0.4 -0.214
C 7.05329 -22.35374 -11.88124 0.8 -2.3 -0.2 -0.088
H 8.78613 -19.51663 -12.30475 0.4 0.2 0.0 0.097
H 6.76963 -18.58832 -11.53281 -0.5 0.1 -0.1 0.065
H 4.97488 -22.45684 -11.53153 0.2 -0.2 0.0 0.070
H 7.22553 -23.45579 -11.87274 -0.3 0.9 -0.1 0.120
```
Positions in Å, forces in eV/Å.

Summary:
total charge: -1
energy relative to the best compared isomer or geometry (same formula, charge and spin): 48.8 kJ/mol
largest force on an atom: 2.48 eV/Å
HOMO energy (spin up / spin down): -3.90 / -3.90 eV
2S+1: 2

---

Record 4
The following is a quantum chemistry calculation of C25H57N3O2P2W as an isolated structure, from the Open Molecules 2025 dataset.

```
90
Properties=species:S:1:pos:R:3:forces:R:3:lowdin_charge:R:1
W -0.09694 0.23803 -0.16428 -1.5 0.4 1.7 1.330
C -0.33856 -1.72295 0.13385 -1.1 -6.5 0.3 -0.397
O -0.57314 -2.91320 0.15074 0.8 5.1 -0.1 0.118
C 0.98357 0.25297 -1.77428 4.7 -0.2 -7.7 -0.216
O 1.62478 0.27030 -2.78443 -3.7 -0.2 5.9 0.223
P -2.02176 -0.44144 -1.86045 -1.9 0.1 -2.2 1.085
C -2.68827 0.95362 -2.90621 0.4 0.7 0.2 -0.526
H -3.41657 0.46978 -3.57323 0.4 -0.1 0.4 0.097
C -1.47988 -1.61073 -3.25679 1.1 -0.2 0.2 -0.483
H -0.53998 -1.12187 -3.56759 -0.2 -0.2 -0.1 0.083
C -3.65610 -1.02311 -1.14840 -0.1 0.0 1.4 -0.494
H -3.95480 -0.13362 -0.57051 0.0 -0.2 -0.1 0.102
C 1.15212 2.07006 2.99959 -0.5 -0.6 0.5 -0.497
P 1.31141 1.85243 1.16521 0.9 2.6 0.8 1.029
H 1.42340 4.07085 0.27596 -0.4 -0.1 -0.2 0.132
H 0.10519 2.39392 3.11615 0.3 0.0 0.0 0.106
C 3.13637 2.13504 0.84366 0.5 -0.7 -0.4 -0.484
H 3.37337 3.01846 1.46006 -0.4 -0.3 -0.1 0.122
C -1.13590 -3.02141 -2.79286 0.2 -0.3 0.1 -0.085
H -0.77840 -3.60122 -3.65856 -0.2 0.2 0.3 0.117
H -2.00889 -3.54268 -2.38064 0.2 0.1 -0.2 0.093
H -0.34252 -3.03989 -2.04000 -0.1 -0.1 -0.3 0.042
C -2.40727 -1.72240 -4.47409 -0.5 0.3 0.0 -0.053
H -3.32970 -2.26170 -4.22497 0.3 0.2 -0.2 0.086
H -1.88017 -2.31606 -5.23609 -0.1 0.2 0.3 0.121
H -2.66426 -0.76233 -4.93150 0.1 -0.3 0.0 0.085
C -4.76696 -1.33153 -2.16332 0.1 0.0 -0.5 -0.050
H -4.92932 -0.53598 -2.90010 0.0 -0.3 0.2 0.088
H -5.70950 -1.45056 -1.60650 0.4 0.1 0.0 0.122
H -4.58236 -2.27726 -2.68935 -0.1 0.3 0.2 0.091
C -3.51626 -2.17076 -0.15107 0.0 -0.3 0.1 -0.096
H -4.51712 -2.46938 0.19432 0.3 0.1 -0.1 0.117
H -2.94008 -1.86860 0.73071 -0.1 0.0 0.0 0.055
H -3.03196 -3.05109 -0.58951 -0.2 0.2 0.1 0.074
C -3.45338 1.99722 -2.09068 -0.1 0.0 0.1 -0.090
H -4.30770 1.56819 -1.55424 0.2 0.2 -0.2 0.083
H -3.84022 2.76527 -2.77490 0.1 -0.2 0.2 0.107
H -2.80684 2.50259 -1.36097 -0.2 0.0 -0.1 0.049
C -1.60708 1.58320 -3.78334 0.0 0.1 -0.1 -0.079
H -0.90170 2.18007 -3.18993 -0.1 0.0 -0.2 0.053
H -2.09416 2.26187 -4.49926 0.3 -0.2 0.2 0.121
H -1.03228 0.84415 -4.35373 -0.2 0.2 0.0 0.079
C 2.09331 3.15262 3.55368 0.1 0.2 -0.3 -0.062
H 2.02014 4.10795 3.01742 0.0 -0.2 0.2 0.092
H 3.13672 2.81004 3.52599 -0.3 0.1 0.1 0.093
H 1.83925 3.34440 4.60542 0.0 -0.1 -0.3 0.124
C 1.32373 0.76226 3.78406 0.0 -0.3 0.3 -0.097
H 2.36978 0.60405 4.08109 -0.3 0.1 -0.1 0.093
C -0.02168 2.93217 -0.89635 1.0 0.8 0.1 -0.146
H 0.99817 -0.12507 3.22412 0.1 0.4 0.3 0.010
H 0.72456 0.81789 4.70516 0.3 0.0 -0.2 0.115
C -0.47455 4.08974 1.31511 0.0 0.0 -0.2 -0.061
H -0.73525 2.04059 -0.76213 -0.6 0.1 -0.3 0.001
H -0.67635 3.72242 -1.27708 -0.4 -0.5 -0.2 0.053
H 0.74260 2.74574 -1.66431 -0.3 -0.2 0.2 0.091
C 0.57258 3.38680 0.43571 0.1 0.0 0.5 -0.503
H -0.86453 4.95366 0.76109 0.0 -0.2 0.2 0.106
H -0.05280 4.46437 2.25473 -0.1 -0.1 -0.3 0.090
H -1.32136 3.43000 1.54484 0.0 0.1 0.0 0.094
C 3.47856 2.48946 -0.60458 -0.2 0.0 0.0 -0.066
H 3.12531 1.73101 -1.31483 0.3 0.1 0.1 0.058
H 4.57224 2.55326 -0.68832 -0.3 0.0 -0.1 0.120
H 3.07295 3.46434 -0.89821 0.1 -0.2 0.0 0.092
C 3.96588 0.94896 1.34429 0.1 -0.1 0.2 -0.070
H 3.77774 0.04653 0.74153 0.1 0.2 0.1 0.058
H 3.78672 0.70244 2.39974 0.0 0.1 -0.3 0.075
H 5.03110 1.20053 1.24624 -0.2 -0.2 0.0 0.119
H -1.95056 5.10859 -1.78573 -0.3 0.0 -0.2 0.056
H -2.42153 4.84917 -2.31039 0.2 0.1 0.2 0.076
C 2.77838 -2.65030 -0.17247 -0.1 0.2 -0.5 0.015
N 2.57193 -2.80406 1.27165 -0.5 0.5 0.0 -0.070
C 3.39350 -3.81807 1.90339 0.9 -0.8 0.3 0.008
C 1.49720 -2.24401 1.83148 0.0 -1.7 1.1 -0.309
N 0.97132 -1.19370 1.08824 0.0 0.7 -1.8 -0.042
N 0.86123 -2.64529 2.92919 -0.1 0.9 -0.8 -0.062
C 1.44740 -3.37484 4.04633 0.4 -0.8 0.9 0.024
C -0.54351 -2.24980 3.15241 -0.1 0.1 0.1 0.023
H 3.45665 -3.44255 -0.49366 -0.2 0.3 -0.1 0.131
H 3.23472 -1.68480 -0.44169 0.2 -0.2 0.1 0.097
H 1.82383 -2.76338 -0.71405 0.5 -0.2 0.1 0.095
H 3.87366 -3.43256 2.80991 -0.1 -0.1 -0.3 0.124
H 2.83056 -4.73586 2.10461 0.1 0.2 -0.1 0.126
H 4.18289 -4.07861 1.19730 0.0 0.1 0.3 0.115
H 1.72096 -1.01401 0.39916 0.3 0.2 0.5 0.036
H 1.79883 -2.68186 4.82746 -0.2 -0.1 -0.3 0.133
H 0.65736 -4.00010 4.47234 0.3 0.1 -0.1 0.121
H 2.26645 -4.02733 3.75256 -0.4 0.3 0.3 0.071
H -0.64944 -1.18086 3.37074 0.0 -0.2 0.1 0.094
H -1.15479 -2.52756 2.29199 0.0 0.0 0.3 0.076
H -0.89209 -2.82261 4.01635 0.0 0.3 -0.2 0.126
```
Positions in Å, forces in eV/Å.

Summary:
total charge: +4
energy relative to the best compared isomer or geometry (same formula, charge and spin): 10.3 kJ/mol
largest force on an atom: 9.04 eV/Å
HOMO energy (spin up / spin down): -21.15 / -21.08 eV
2S+1: 3

---

Respective electronic energy values: -6855.752; -13075.457; -65862.683; -55771.214 eV.